Record 1
13
Properties=species:S:1:pos:R:3 method="wB97M-V/def2-TZVPD" fmax_ha_per_bohr=0.134 homo_ev=-8.978
Cl 3.361 -0.527 0.038
N -3.060 -0.286 -0.194
N -0.756 -0.636 0.417
C 1.419 2.243 0.040
C 0.617 -0.262 0.102
C -1.879 0.109 0.121
C 0.891 1.100 -0.004
C 1.657 -1.025 -0.113
H -0.997 -1.580 0.152
H 1.671 -2.213 -0.321
H 1.666 3.267 -0.240
H -1.436 1.157 0.348
H -3.156 -1.347 -0.345



Record 2
59
Properties=species:S:1:pos:R:3 method="wB97M-V/def2-TZVPD" fmax_ha_per_bohr=0.007 charge=+3 homo_ev=-15.404
Tl -0.402 -0.142 -0.492
I 1.917 5.083 -3.751
S -3.945 -3.614 -1.359
S 2.375 -3.765 -2.196
Si -0.504 3.002 2.916
O -3.025 1.475 -1.805
N -1.999 1.776 -1.586
N -0.011 1.346 2.356
N 0.405 -0.890 2.179
N 1.882 0.912 -3.284
N 0.728 -2.089 -1.274
N -2.027 -2.034 -0.905
N 1.080 1.193 -2.239
C -0.776 3.954 1.351
C 0.483 0.308 2.914
C 1.595 -0.815 4.799
C 1.109 0.345 4.222
C 0.691 -3.300 2.051
C 1.724 3.095 -3.282
C 2.020 -2.288 -1.440
C 0.824 -1.980 2.731
C 0.679 3.872 4.038
C 1.426 -1.968 4.068
C -4.189 -1.141 -0.064
C 3.091 -1.354 -0.970
C -2.386 -4.091 -1.859
C -2.086 2.547 3.791
C -0.027 -3.159 -1.729
C 0.988 2.526 -2.240
C -3.324 -2.156 -0.740
C 2.282 2.020 -3.936
C -1.483 -3.132 -1.537
C 0.716 -4.155 -2.269
H 0.423 3.040 -1.477
H 2.068 -0.820 5.772
H -2.637 1.723 3.338
H -3.568 -0.344 0.348
H 1.650 -3.821 2.020
H 1.755 -2.918 4.478
H -4.750 -1.587 0.757
H -4.919 -0.718 -0.754
H 0.298 -3.181 1.046
H -2.219 -5.038 -2.347
H -1.861 2.290 4.829
H 2.925 1.977 -4.800
H 2.665 -0.386 -0.710
H 0.138 4.452 1.020
H 2.083 -0.043 -3.530
H 1.186 1.303 4.723
H -1.108 3.287 0.549
H -1.537 4.723 1.490
H 1.678 3.972 3.609
H 0.012 -3.933 2.629
H 3.595 -1.762 -0.093
H 0.270 4.878 4.166
H 0.767 3.436 5.034
H -2.722 3.434 3.782
H 3.860 -1.208 -1.728
H 0.379 -5.085 -2.698



| no. | HOMO-LUMO gap (eV) | electronic energy (Eh) |
| --- | --- | --- |
| 1 | 9.15 | -763.07671 |
| 2 | 3.39 | -2791.23909 |